i:
Formula: C5H26N2O8
Source: OMol25
Level of theory: ωB97M-V/def2-TZVPD

```
41
C5H26N2O8, DFT ωB97M-V/def2-TZVPD
C 1.073 3.619 0.148
N 2.076 2.576 0.591
C 2.298 1.513 -0.335
C 1.824 0.249 0.214
O 0.796 0.167 0.870
C -0.292 3.768 0.807
N -1.154 2.600 0.550
C -2.499 2.696 1.205
H 1.654 4.568 0.413
H 0.905 3.430 -0.848
H 1.796 2.270 1.586
H 3.368 1.429 -0.538
H 1.875 1.562 -1.281
H 2.402 -0.656 0.163
H -0.133 3.927 1.878
H -0.567 4.921 0.756
H -0.600 1.807 0.873
H -2.406 2.729 2.322
H -2.993 3.747 0.871
H -3.139 1.846 0.848
H 0.631 0.228 -2.466
H 0.424 -1.225 -1.928
O 1.151 -0.559 -2.058
H -1.288 -1.130 -1.241
H -1.804 -2.093 -2.279
O -1.063 -1.995 -1.730
H 0.327 -3.552 -1.171
H 1.943 -3.339 -1.366
O 1.302 -4.024 -0.974
H 2.073 -2.675 1.803
H 2.393 -1.403 2.097
O 2.813 -2.179 2.138
H -0.871 -3.022 0.186
H 0.491 -3.488 0.650
O -0.520 -3.529 0.870
H -3.633 -1.896 1.115
H -2.961 -3.041 0.343
O -3.840 -2.492 0.388
H -3.286 0.212 -2.407
H -2.889 1.148 -1.233
O -2.464 0.411 -1.927
```

Summary:
* SMILES: CNCCNCC=O.O.O.O.O.O.O.O
* lowest unoccupied orbital energy: -0.00626 Eh
* spin multiplicity: 1
* HOMO-LUMO gap: 8.8 eV
* highest occupied orbital energy: -8.96 eV

***

ii:
Formula: C5H26N2O8
Source: OMol25
Level of theory: ωB97M-V/def2-TZVPD

```
41
C5H26N2O8, DFT ωB97M-V/def2-TZVPD
O 1.098 2.489 -0.816
C -0.034 2.113 -1.027
C -1.171 2.291 -0.034
C -0.685 2.173 1.420
C -0.958 0.833 2.085
C -0.536 -1.540 2.071
N -0.112 -0.244 1.560
N -2.297 1.399 -0.314
H -0.303 1.624 -1.978
H -1.532 3.312 -0.204
H 0.380 2.405 1.451
H -1.175 2.948 2.011
H -2.028 0.608 1.996
H -0.743 0.946 3.152
H -1.613 -1.721 1.943
H -0.286 -1.579 3.132
H -0.024 -2.346 1.544
H -0.107 -0.222 0.545
H -2.008 0.425 -0.306
H -2.658 1.584 -1.242
H 2.457 -1.717 1.401
H 2.471 -1.370 -0.088
O 2.504 -2.138 0.534
H 0.848 -2.119 -3.504
H 0.276 -2.287 -2.078
O 0.386 -1.639 -2.808
H -1.999 -0.162 -1.378
H -1.247 0.046 -2.651
O -1.795 0.538 -2.028
H -1.161 -2.047 -0.138
H -2.320 -1.676 0.823
O -1.922 -1.444 -0.021
H 0.291 -4.096 -0.411
H 1.147 -2.845 -0.110
O 0.289 -3.140 -0.516
H 2.072 0.608 -1.417
H 1.307 -0.660 -1.962
O 1.650 -0.218 -1.162
H 1.770 0.553 1.834
H 2.429 1.581 0.923
O 2.616 1.001 1.666
```

Summary:
* SMILES: CNCC[C@H](N)C=O.O.O.O.O.O.O.O
* lowest unoccupied orbital energy: 0.00193 Eh
* spin multiplicity: 1
* HOMO-LUMO gap: 7.9 eV
* highest occupied orbital energy: -7.82 eV

***

Calculated relative energies: i 116.7; ii 0.0, given in kJ/mol

***

i:
Formula: C6H9N3
Source: OMol25
Level of theory: ωB97M-V/def2-TZVPD

```
18
C6H9N3, DFT ωB97M-V/def2-TZVPD
C -2.179 -0.250 -0.152
C -0.628 0.201 0.039
C 0.213 -1.122 -0.582
C 1.293 -1.419 0.358
C 1.440 1.540 -0.333
C 0.037 1.664 0.141
H -2.475 -0.945 -1.252
H -2.620 -0.744 1.090
H -2.720 0.766 -0.082
H 0.680 -0.910 -1.538
H -0.522 -2.012 -0.538
H 1.337 -2.256 0.954
H 1.938 2.129 -1.086
H -0.464 2.550 -0.215
H 0.584 0.233 1.624
N 2.197 -0.627 0.577
N 2.206 0.475 -0.283
N -0.318 0.727 1.279
```

Summary:
* lowest unoccupied orbital energy: 0.02053 Eh
* spin multiplicity: 1
* HOMO-LUMO gap: 9.6 eV
* highest occupied orbital energy: -9.05 eV

***

ii:
Formula: C6H9N3
Source: OMol25
Level of theory: ωB97M-V/def2-TZVPD

```
18
C6H9N3, DFT ωB97M-V/def2-TZVPD
C -2.594 -0.918 0.469
C -1.231 -0.353 -0.507
C -0.473 1.828 -0.182
C 0.702 0.923 -0.010
C 0.283 -0.373 -0.080
C 2.187 0.837 0.470
H -3.478 -0.464 0.208
H -2.775 -2.001 0.412
H -2.521 -0.647 1.437
H -1.402 -0.713 -1.391
H -0.371 2.920 -0.465
H 1.014 -2.207 0.069
H 2.959 -0.560 -1.191
H 2.207 0.766 1.529
H 3.192 1.620 0.349
N -1.587 1.246 -0.504
N 1.345 -1.287 -0.474
N 2.541 -0.617 -0.140
```

Summary:
* SMILES: C[C@H]1N=CC2=C1NNC2
* lowest unoccupied orbital energy: 0.01918 Eh
* spin multiplicity: 1
* HOMO-LUMO gap: 8.7 eV
* highest occupied orbital energy: -8.15 eV

***

Calculated relative energies: i 46.3; ii 0.0, given in kJ/mol

***

i:
Formula: C6H9N3
Source: OMol25
Level of theory: ωB97M-V/def2-TZVPD

```
18
C6H9N3, DFT ωB97M-V/def2-TZVPD
C 1.444 -0.039 0.877
N 0.386 0.541 0.038
C 0.242 -0.714 -1.872
C -0.767 0.073 -0.027
N 0.468 -1.990 -1.571
C -2.027 -0.262 -0.051
N 0.297 -0.033 -2.887
C -0.658 1.645 2.035
C -0.383 2.602 2.750
H 0.808 -2.616 -2.290
H 0.099 -2.386 -0.723
H 0.262 0.978 -2.832
H 1.061 -0.775 1.583
H 1.894 0.785 1.422
H 2.188 -0.480 0.210
H -2.427 -0.963 -0.768
H -2.660 0.223 0.683
H -0.226 3.412 3.425
```

Summary:
* lowest unoccupied orbital energy (spin up / spin down): -0.04409 / -0.05799 Eh
* spin multiplicity: 1
* HOMO-LUMO gap (spin up / spin down): 6.6 / 5.8 eV
* highest occupied orbital energy (spin up / spin down): -7.84 / -7.39 eV

***

ii:
Formula: C6H9N3
Source: OMol25
Level of theory: ωB97M-V/def2-TZVPD

```
18
C6H9N3, DFT ωB97M-V/def2-TZVPD
C 0.859 0.822 1.993
C -0.014 1.170 1.018
C 0.240 -0.328 -0.047
C -0.844 1.944 0.069
C -1.191 1.071 -1.265
C 1.422 -2.343 0.424
N 1.465 -0.392 1.859
N 1.002 -0.949 0.721
N -0.430 -0.175 -1.174
H 1.112 1.263 3.007
H -1.809 2.175 0.586
H -0.511 2.920 -0.314
H -2.225 0.719 -1.466
H -0.958 1.620 -2.155
H 0.763 -2.590 -0.463
H 2.477 -2.284 0.191
H 1.118 -2.985 1.324
H -0.545 -0.846 -1.858
```

Summary:
* SMILES: Cn1ncc2c1NCC2
* lowest unoccupied orbital energy: 0.02716 Eh
* spin multiplicity: 1
* HOMO-LUMO gap: 7.3 eV
* highest occupied orbital energy: -6.56 eV

***

Calculated relative energies: i 440.0; ii 0.0, given in kJ/mol

***

i:
Formula: C2H6N2OS
Source: OMol25
Level of theory: ωB97M-V/def2-TZVPD

```
12
C2H6N2OS, DFT ωB97M-V/def2-TZVPD
C -0.855 -0.741 0.617
C 0.464 0.554 -1.067
H -1.019 -1.826 0.772
H -0.555 -0.488 1.633
H -1.768 -0.356 0.233
H 1.894 -1.786 0.693
H 0.954 0.351 -2.012
H -0.508 2.927 0.426
N 0.214 -0.550 -0.309
N 0.249 1.779 -0.844
O -0.430 1.963 0.378
S 1.359 -1.828 -0.520
```

Summary:
* SMILES: CN(S)/C=N\O
* lowest unoccupied orbital energy: 0.02692 Eh
* spin multiplicity: 1
* HOMO-LUMO gap: 9.3 eV
* highest occupied orbital energy: -8.59 eV

***

ii:
Formula: C2H6N2OS
Source: OMol25
Level of theory: ωB97M-V/def2-TZVPD

```
12
C2H6N2OS, DFT ωB97M-V/def2-TZVPD
C 0.547 -0.444 -0.496
C -0.178 -0.004 0.836
N 0.198 1.723 -1.365
N 1.193 0.832 -0.975
O 1.047 1.022 -2.382
S -0.462 -1.348 1.979
H -0.068 -0.855 -1.284
H 1.364 -1.049 -0.209
H 0.590 0.629 1.204
H -1.125 0.729 0.612
H 0.504 2.679 -1.433
H -1.818 -1.621 2.059
```

Summary:
* SMILES: SCCn1[nH]o1
* lowest unoccupied orbital energy: 0.03069 Eh
* spin multiplicity: 1
* HOMO-LUMO gap: 10.1 eV
* highest occupied orbital energy: -9.27 eV

***

Calculated relative energies: i 0.0; ii 256.2, given in kJ/mol

***

i:
Formula: C2H6N2OS
Source: OMol25
Level of theory: ωB97M-V/def2-TZVPD

```
12
C2H6N2OS, DFT ωB97M-V/def2-TZVPD
C -0.603 0.801 0.587
C -0.385 -0.649 0.116
H -0.250 1.430 -1.240
H -0.243 0.908 1.587
H -1.683 1.017 0.497
H -2.186 -1.191 0.202
H 0.943 -1.933 -0.768
H 2.343 0.793 -0.522
N -1.280 -1.564 -0.062
N 0.937 -1.003 -0.236
O 0.058 1.680 -0.374
S 2.348 -0.289 0.214
```

Summary:
* SMILES: [H]/N=C(\CO)NS
* lowest unoccupied orbital energy: 0.02742 Eh
* spin multiplicity: 1
* HOMO-LUMO gap: 9.7 eV
* highest occupied orbital energy: -8.93 eV

***

ii:
Formula: C2H6N2OS
Source: OMol25
Level of theory: ωB97M-V/def2-TZVPD

```
12
C2H6N2OS, DFT ωB97M-V/def2-TZVPD
C -0.381 2.248 -0.366
C -0.505 -0.233 0.137
H -1.703 1.706 -0.505
H -0.028 2.739 0.857
H -0.035 3.102 -1.289
H -2.434 -0.451 0.265
H -0.997 -1.957 0.516
H 1.788 -1.940 0.801
N -1.677 0.214 -0.040
N -0.043 -1.504 0.725
O 1.053 -2.239 0.204
S 0.771 0.728 -0.355
```

Summary:
* lowest unoccupied orbital energy: 0.02346 Eh
* spin multiplicity: 1
* HOMO-LUMO gap: 9.5 eV
* highest occupied orbital energy: -8.86 eV

***

iii:
Formula: C2H6N2OS
Source: OMol25
Level of theory: ωB97M-V/def2-TZVPD

```
12
C2H6N2OS, DFT ωB97M-V/def2-TZVPD
C -2.805 1.538 0.824
C 2.149 -1.158 -0.317
N 1.083 -1.484 -0.904
N -0.598 0.304 0.261
O 2.536 0.077 -0.101
S -1.925 0.878 -0.378
H -2.493 1.535 1.829
H -3.539 2.275 0.515
H 2.875 -1.984 -0.052
H 0.874 -2.491 -0.898
H 0.043 -0.156 -0.477
H 1.801 0.666 -0.303
```

Summary:
* lowest unoccupied orbital energy: 0.00759 Eh
* spin multiplicity: 1
* HOMO-LUMO gap: 8.5 eV
* highest occupied orbital energy: -8.29 eV

***

iv:
Formula: C2H6N2OS
Source: OMol25
Level of theory: ωB97M-V/def2-TZVPD

```
12
C2H6N2OS, DFT ωB97M-V/def2-TZVPD
C -1.100 0.273 -2.001
C 0.322 -0.346 0.321
H -1.189 1.446 -1.934
H -1.256 -0.229 -3.011
H -1.949 -0.050 -1.116
H 1.685 -1.512 0.813
H -0.907 1.396 0.194
H -0.061 -0.042 2.389
N 1.041 -0.888 1.207
N -0.692 0.560 0.916
O -0.357 1.019 2.322
S 0.547 -0.402 -1.293
```

Summary:
* SMILES: [H]/N=C(/NO)SC
* lowest unoccupied orbital energy: 0.01298 Eh
* spin multiplicity: 1
* HOMO-LUMO gap: 9.5 eV
* highest occupied orbital energy: -9.16 eV

***

Calculated relative energies: i 0.0; ii 459.4; iii 153.1; iv 286.4, given in kJ/mol

***

i:
Formula: C5H16N2O
Source: OMol25
Level of theory: ωB97M-V/def2-TZVPD

```
24
C5H16N2O, DFT ωB97M-V/def2-TZVPD
C 2.101 1.033 -0.714
C -1.377 1.187 0.242
C 1.662 0.151 -1.825
C -1.815 1.649 -1.140
N 2.139 0.616 0.472
H 2.394 2.047 -1.013
H 2.463 1.282 1.171
H 1.242 -1.004 0.742
H -0.919 2.006 0.794
H -2.234 0.832 0.812
H 2.494 0.005 -2.514
H 1.327 -0.810 -1.446
H 0.859 0.631 -2.379
H -0.974 2.068 -1.690
H -2.583 2.416 -1.064
H -2.220 0.816 -1.711
C -0.119 -1.934 1.846
N -1.374 -2.591 1.614
O 0.580 -1.722 0.634
H -0.657 0.379 0.161
H -1.210 -3.484 1.158
H -1.938 -2.029 0.983
H -0.321 -0.977 2.347
H 0.480 -2.567 2.520
```

Summary:
* SMILES: [H]/N=C/C.NCO.CC
* lowest unoccupied orbital energy: 0.03385 Eh
* spin multiplicity: 1
* HOMO-LUMO gap: 10.4 eV
* highest occupied orbital energy: -9.45 eV

***

ii:
Formula: C5H16N2O
Source: OMol25
Level of theory: ωB97M-V/def2-TZVPD

```
24
C5H16N2O, DFT ωB97M-V/def2-TZVPD
C -0.747 2.023 0.823
C -1.645 1.008 1.495
N -0.840 -0.212 1.724
N -1.227 3.405 0.890
H 0.245 1.901 1.316
H -0.598 1.794 -0.213
H -2.064 1.441 2.449
H -2.453 0.805 0.808
H -1.426 -0.923 2.182
H -0.109 0.037 2.411
H -1.104 3.816 1.854
H -0.674 4.037 0.263
C 1.242 -2.447 -0.855
O 0.652 -3.059 0.308
C 0.679 -1.044 -1.144
C 1.151 -0.515 -2.511
H 2.312 -2.330 -0.623
H 1.143 -3.149 -1.714
H 1.045 -3.917 0.514
H -0.403 -1.142 -1.068
H 0.999 -0.412 -0.295
H 0.951 -1.201 -3.352
H 0.634 0.465 -2.715
H 2.235 -0.382 -2.545
```

Summary:
* SMILES: CCCO.NCCN
* lowest unoccupied orbital energy: 0.03789 Eh
* spin multiplicity: 1
* HOMO-LUMO gap: 10.3 eV
* highest occupied orbital energy: -9.23 eV

***

iii:
Formula: C5H16N2O
Source: OMol25
Level of theory: ωB97M-V/def2-TZVPD

```
24
C5H16N2O, DFT ωB97M-V/def2-TZVPD
C 0.436 0.887 2.770
N -0.461 1.803 2.076
C 0.068 2.252 0.801
O 0.431 1.278 -0.123
H 0.607 -0.052 2.221
H 0.016 0.595 3.737
H 1.401 1.370 2.923
H -1.347 1.329 1.941
H 0.976 2.822 1.040
H -0.660 2.981 0.414
C -1.081 -1.507 -1.195
C 0.360 -1.839 -0.825
C 1.413 -1.327 -1.801
N -1.369 -0.070 -1.269
H -1.308 -1.949 -2.169
H -1.734 -1.935 -0.437
H 0.448 -2.927 -0.736
H 0.577 -1.447 0.174
H 1.248 -1.758 -2.796
H 1.384 -0.242 -1.872
H 2.408 -1.633 -1.473
H -2.161 0.255 -0.740
H -0.433 0.717 -0.515
H -1.219 0.398 -2.147
```

Summary:
* SMILES: CCCN.CNCO
* lowest unoccupied orbital energy: 0.02585 Eh
* spin multiplicity: 1
* HOMO-LUMO gap: 9.3 eV
* highest occupied orbital energy: -8.61 eV

***

Calculated relative energies: i 0.0; ii 32.9; iii 26.1, given in kJ/mol